Molecular formula: C20H29N5O3S
Method: DFT, the ωB97M-V functional and the def2-TZVPD basis

Each line ends with the Mulliken charge.
Geometry (Å):
N -1.466 1.570 -2.865  -0.608
C 1.292 -6.139 1.506  -1.126
H 2.036 1.853 0.847  0.398
C 1.117 0.527 -0.529  -0.998
C -1.789 4.590 -0.847  -1.112
C -0.339 2.656 -0.481  0.366
H 0.337 -7.143 3.897  0.345
H -4.394 4.170 2.185  0.374
H -3.706 4.685 4.462  0.357
C -3.396 3.868 2.510  -0.829
H 3.086 -3.950 1.037  0.319
H -3.423 2.813 2.807  0.329
C 2.798 -4.672 0.253  -0.566
N -1.316 3.287 -1.273  0.115
S 0.167 -0.580 -2.691  -0.186
H -0.949 5.123 -0.392  0.356
C -1.610 4.246 4.274  -1.111
C 0.549 -3.376 -0.917  -0.856
H 0.732 -3.337 1.231  0.308
H 2.044 -7.562 3.756  0.343
O 0.038 3.188 0.553  -0.788
H -1.332 4.858 5.128  0.349
H 1.979 -6.965 1.298  0.375
H -0.151 -2.543 -0.921  0.570
C 2.301 -1.628 -1.188  0.685
H 3.497 -5.510 0.274  0.484
C 1.247 -0.583 -1.313  0.888
H 1.523 -6.382 4.959  0.378
N -2.521 4.022 1.371  0.138
C 0.103 1.401 -1.022  0.912
H -0.496 -4.478 0.616  0.443
C -2.936 4.469 0.181  0.755
C 1.540 -5.630 2.934  0.135
H 2.557 -5.240 3.011  0.255
N 1.891 -2.914 -1.176  0.115
H -2.842 5.761 3.362  0.256
H -1.691 3.213 4.605  0.280
H -2.160 5.139 -1.713  0.437
C -0.491 0.931 -2.191  0.430
H 1.387 0.390 1.576  0.288
H 0.847 -4.816 3.157  0.242
H -0.810 4.309 3.540  0.305
C -2.935 4.724 3.691  -0.364
H 2.883 0.302 0.630  0.411
H 3.859 -3.532 -1.260  0.509
H -1.537 3.804 1.494  0.134
H 2.659 -4.697 -1.898  0.335
O -4.079 4.751 -0.106  -0.672
H -2.603 3.253 -2.903  0.341
H 0.268 -4.089 -1.698  0.177
C 2.874 -3.974 -1.105  -1.217
C 0.507 -4.081 0.445  -0.673
H 0.272 -6.530 1.438  0.368
C 1.349 -6.748 3.950  -1.389
C -1.828 2.708 -2.385  0.087
O 3.477 -1.308 -1.149  -0.660
C 1.912 0.783 0.705  -1.604
N 1.452 -5.177 0.436  0.070

The multiplicity is 1. As for the orbital gap: 8.694 eV. As for the HOMO energy: -8.569 eV.

***

Molecular formula: C6H5AsO6SSe3TcTe
Method: DFT, the ωB97M-V functional and the def2-TZVPD basis

Each line ends with the Löwdin spin population.
Geometry (Å):
C -1.187 -1.994 5.996  0.001
O -1.479 -3.492 1.056  -0.002
H 2.358 -1.750 2.090  0.001
Tc 0.207 -0.300 0.260  1.688
O 1.768 0.923 4.388  0.001
H -2.652 -3.553 5.806  0.000
H -1.310 -1.905 7.067  0.000
C -0.109 -1.287 3.966  0.002
Se 0.918 3.276 -1.222  0.272
Se -0.696 1.628 -0.823  0.163
H 0.337 -0.462 5.872  0.000
O 0.568 -2.143 1.078  0.043
Te 3.112 2.069 -1.226  0.464
O 0.731 0.761 1.839  0.085
As 1.265 -0.088 3.247  0.010
C -0.889 -2.205 3.265  0.002
C -1.945 -2.918 5.290  0.000
O 2.613 -1.077 2.733  0.005
S -0.863 -2.291 1.503  0.004
C -1.800 -3.023 3.916  0.001
C -0.270 -1.185 5.341  0.000
H -2.370 -3.728 3.326  0.000
Se 2.375 -0.288 -0.756  0.214
O -1.518 -1.043 1.007  0.046

Its expectation value of S² is 3.776. The multiplicity is 4. As for the orbital gap (spin up / spin down): 6.877 / 5.508 eV. As for the HOMO energy (spin up / spin down): -8.170 / -8.536 eV.

***

Molecular formula: C2H8N2O2
Method: DFT, the ωB97M-V functional and the def2-TZVPD basis

Each line ends with the Mulliken charge.
Geometry (Å):
N 0.648 -0.771 0.631  -0.104
H 2.998 1.209 -0.439  0.298
O -1.056 0.953 0.526  -0.433
H -2.916 0.148 0.550  0.196
H 2.222 1.042 1.099  0.230
C -2.084 0.437 -0.147  -0.458
H -0.552 -2.475 0.729  0.238
O 1.508 -0.322 -0.342  -0.151
H -2.470 1.148 -0.832  0.271
H -1.739 -0.392 -0.871  0.140
H 1.231 1.716 -0.279  0.260
H 0.101 -1.838 -0.819  0.280
C 2.026 1.017 -0.042  -0.483
N 0.081 -1.872 0.235  -0.283

The multiplicity is 1. As for the orbital gap (spin up / spin down): 9.893 / 6.829 eV. As for the HOMO energy (spin up / spin down): -9.067 / -7.272 eV.

***

Energy relative to the best compared isomer or geometry (same formula, charge and spin) in kJ/mol, matching the order above: 0.0 40.1 701.4